# 1
{
  "formula": "C4H16FHfN8O4",
  "method": "ωB97M-V with the def2-TZVPD basis set",
  "charge": 3,
  "multiplicity": 1,
  "total_energy_ev": -28513.4657,
  "homo_lumo_gap_ha": 0.0864,
  "homo_ev": -17.025,
  "max_force_ev_per_a": 10.36,
  "species": ["Hf", "F", "C", "O", "N", "N", "H", "H", "H", "H", "C", "O", "N", "N", "H", "H", "H", "H", "C", "O", "N", "N", "H", "H", "H", "H", "C", "O", "N", "N", "H", "H", "H", "H"],
  "coordinates": [[-0.892143, 0.756562, 2.168134], [-0.185211, 0.340690, -0.054754], [2.596265, 0.452037, -2.428699], [3.646294, 0.849753, -2.937650], [2.309597, 0.365709, -1.172261], [1.524197, 0.377708, -3.138414], [1.357126, 0.413777, -0.839708], [3.085345, 0.456158, -0.531844], [0.606751, 0.163060, -2.774649], [1.697054, 0.533608, -4.121220], [-3.096769, -1.290108, 0.410134], [-2.310432, -0.917319, 1.264110], [-4.406975, -1.392638, 0.704221], [-2.571649, -1.756992, -0.730250], [-4.503510, -1.516693, 1.701916], [-5.087834, -1.824655, 0.096032], [-1.602841, -1.502691, -0.860056], [-3.211942, -2.062825, -1.448981], [0.238761, 3.557793, 0.275334], [0.100367, 2.784587, 1.232423], [0.335105, 3.273803, -0.998739], [0.461453, 4.796708, 0.426163], [0.110266, 2.358247, -1.361096], [0.433945, 4.053193, -1.633477], [0.976911, 5.278014, -0.296856], [0.283412, 5.158386, 1.352223], [0.741491, -2.510420, 2.000245], [0.239724, -1.429342, 2.033399], [0.514670, -3.538130, 2.785212], [1.684689, -2.761820, 1.166304], [1.172999, -4.303140, 2.823394], [-0.299990, -3.337088, 3.347352], [2.130494, -3.667950, 1.149698], [1.922380, -2.157982, 0.392358]],
  "forces_ev_per_angstrom": [[2.87, -4.29, -8.98], [-1.70, 0.95, 3.74], [2.48, 2.52, -2.27], [0.24, -0.98, 0.94], [0.99, -0.88, 5.36], [-3.33, -0.51, -3.72], [0.48, -0.07, 0.06], [-0.19, 0.11, 0.11], [0.35, -0.16, -0.43], [-0.64, -0.13, -0.12], [-3.12, -2.70, -3.97], [4.43, 4.80, 5.82], [1.17, 0.20, 0.33], [-0.91, 0.93, 0.78], [-0.83, 0.15, -0.02], [0.05, -0.05, -0.03], [-0.10, -0.22, -0.61], [0.52, -0.14, -0.38], [0.94, 0.33, -3.76], [-2.79, -5.18, 4.86], [-0.63, -2.62, -1.57], [0.32, 3.62, 2.86], [0.33, 0.16, -0.10], [-0.22, -0.50, -0.31], [-0.25, 0.69, 0.54], [0.58, 0.76, -0.20], [3.42, -5.13, 0.11], [-4.89, 8.86, 1.51], [-2.13, 0.91, 1.40], [2.90, -0.21, -3.31], [-0.68, -0.21, 0.48], [0.38, -1.34, 0.84], [-0.06, 0.10, -0.19], [0.06, 0.21, 0.24]],
  "mulliken_charge": [2.193, -0.513, 0.717, -0.556, -0.151, -0.321, -0.057, 0.229, 0.125, 0.222, 0.816, -0.587, -0.433, -0.318, 0.250, 0.248, 0.205, 0.252, 0.877, -0.766, -0.312, -0.389, 0.156, 0.214, 0.222, 0.256, 0.689, -0.377, -0.402, -0.321, 0.226, 0.223, 0.213, 0.169]
}

---

# 2
{
  "formula": "H4SSi",
  "method": "ωB97M-V with the def2-TZVPD basis set",
  "multiplicity": 1,
  "total_energy_ev": -18773.2932,
  "homo_lumo_gap_ha": [0.2463, 0.2463],
  "homo_ev": [-9.741, -9.741],
  "max_force_ev_per_a": 2.98,
  "species": ["Si", "S", "H", "H", "H", "H"],
  "coordinates": [[-0.226055, 0.558415, -0.071914], [1.791130, 0.218758, -0.394274], [-0.581218, 1.950953, 0.267595], [-0.671189, 0.411305, -1.411239], [-0.852149, -0.428464, 0.967341], [2.023454, -1.194256, -2.464389]],
  "forces_ev_per_angstrom": [[-1.24, -0.70, 1.16], [1.89, -1.41, -1.82], [0.30, 0.03, 0.29], [-0.92, -0.38, -0.98], [0.46, 0.88, -0.94], [-0.49, 1.58, 2.28]],
  "mulliken_charge": [0.444, -0.265, -0.088, -0.108, -0.072, 0.089]
}

---

# 3
{
  "formula": "C3H8O3Yb",
  "method": "ωB97M-V with the def2-TZVPD basis set",
  "charge": 1,
  "multiplicity": 2,
  "total_energy_ev": -40904.0760,
  "homo_lumo_gap_ha": [0.2951, 0.2584],
  "homo_ev": [-12.641, -12.370],
  "max_force_ev_per_a": 4.44,
  "s_squared": 0.766,
  "species": ["O", "C", "C", "O", "C", "Yb", "H", "H", "H", "H", "H", "H", "O", "H", "H"],
  "coordinates": [[-0.098019, 2.065842, 0.955271], [-0.562767, 1.478259, -0.271984], [-1.073832, 0.090589, 0.045737], [0.103574, -0.682666, 0.419265], [-0.136860, -1.951726, 0.990184], [1.629731, 1.045423, 0.685761], [-1.360358, 2.079060, -0.739558], [-1.541961, -0.397380, -0.824150], [-1.745346, 0.063371, 0.925741], [-0.755959, -2.559759, 0.314567], [0.833969, -2.438229, 1.135088], [-0.641276, -1.842577, 1.962328], [2.162340, 1.218673, -1.710546], [0.922558, 1.365814, -1.592147], [2.264201, 0.465302, -2.295560]],
  "forces_ev_per_angstrom": [[-1.06, -0.28, -2.44], [-1.14, 1.03, 3.00], [0.20, -0.80, -0.33], [0.54, 0.57, -0.18], [-0.33, -0.67, 0.32], [1.37, -0.44, -0.66], [0.84, 0.06, -0.33], [0.06, 0.16, 0.29], [0.09, 0.30, -0.49], [0.19, 0.13, 0.22], [-0.26, 0.05, -0.05], [0.08, -0.09, -0.27], [-4.10, 0.69, 1.57], [3.54, -0.47, -0.30], [-0.02, -0.23, -0.33]],
  "mulliken_charge": [-0.557, -0.925, -0.009, -0.139, -0.690, 1.267, 0.392, 0.346, 0.360, 0.270, 0.265, 0.328, -0.747, 0.487, 0.352]
}